# 1
DFT (ωB97M-V with the def2-TZVPD basis set) results for a 2-piece molecular cluster, CH4O2 overall.

The energy relative to the best compared isomer or geometry (same formula, charge and spin) comes out at 50.7 kJ/mol. The calculation puts the HOMO energy at -10.72 eV. The HOMO-LUMO gap comes out at 10.803 eV. The max |F| is 2.58 eV/Å. The value obtained for the LUMO energy is 0.084 eV.

```
! RIJCOSX wB97M-V def2-TZVPD def2/J DEFGRID3
* xyz 0 1
C 0.77588 -0.75845 -1.08855
O 0.26506 0.07640 -0.37687
H 0.50224 -1.08032 -2.09278
H 1.85064 -1.13696 -1.01199
O -1.41583 0.41753 1.71046
H -1.20752 0.65751 2.64286
H -0.63910 0.20096 1.16481
*
```

# 2
DFT (ωB97M-V with the def2-TZVPD basis set) results for a 2-piece molecular cluster, CH4O2 overall.

The energy relative to the best compared isomer or geometry (same formula, charge and spin) comes out at 49.0 kJ/mol. The calculation puts the HOMO energy at -10.58 eV. The HOMO-LUMO gap comes out at 10.896 eV. The max |F| is 2.39 eV/Å. The value obtained for the LUMO energy is 0.316 eV.

```
! RIJCOSX wB97M-V def2-TZVPD def2/J DEFGRID3
* xyz 0 1
C -1.33313 -0.01888 -0.24896
O -0.63552 -0.91620 0.09956
H -0.81118 0.91155 -0.39434
H -2.41627 -0.00342 -0.29556
O 1.82439 -0.26076 -0.03646
H 0.96643 -0.71022 0.04035
H 2.02634 0.36758 -0.78208
*
```

# 3
DFT (ωB97M-V with the def2-TZVPD basis set) results for a 2-piece molecular cluster, CH4O2P2 overall.

The energy relative to the best compared isomer or geometry (same formula, charge and spin) comes out at 236.8 kJ/mol. The calculation puts the HOMO energy (alpha / beta) at -8.79 / -8.79 eV. The HOMO-LUMO gap (alpha / beta) comes out at 8.003 / 8.003 eV. The max |F| is 4.47 eV/Å. The value obtained for the LUMO energy (alpha / beta) is -0.785 / -0.785 eV.

```
! RIJCOSX wB97M-V def2-TZVPD def2/J DEFGRID3
* xyz 0 1
C -0.26868 0.18858 -1.15345
O 1.27920 -2.18092 1.33678
O 0.15606 0.07289 1.44115
P 0.54251 -1.36231 2.25798
P 0.57717 1.03976 0.25465
H 0.43453 -0.51157 -1.44412
H -1.02704 -0.51094 -0.68706
H -0.59665 0.87531 -1.93680
H -1.09710 2.38920 -0.06914
*
```

# 4
DFT (ωB97M-V with the def2-TZVPD basis set) results for a 2-piece molecular cluster, CH4O2S overall.

The energy relative to the best compared isomer or geometry (same formula, charge and spin) comes out at 355.0 kJ/mol. The calculation puts the HOMO energy at -9.15 eV. The HOMO-LUMO gap comes out at 9.891 eV. The max |F| is 4.58 eV/Å. The value obtained for the LUMO energy is 0.740 eV.

```
! RIJCOSX wB97M-V def2-TZVPD def2/J DEFGRID3
* xyz 0 1
C -0.30841 -0.13794 1.56417
O -0.44168 -0.44763 0.43227
O 0.70730 1.13137 -0.84723
S 0.57629 0.31897 -2.00413
H -0.93250 0.66147 2.14947
H 0.98554 -0.89972 -1.40164
H 0.37857 -0.68215 2.16483
H -0.96510 0.05562 -2.05775
*
```

# 5
DFT (ωB97M-V with the def2-TZVPD basis set) results for the molecule CH4O2S.

The energy relative to the best compared isomer or geometry (same formula, charge and spin) comes out at 459.4 kJ/mol. The calculation puts the HOMO energy at -10.06 eV. The HOMO-LUMO gap comes out at 10.043 eV. The max |F| is 7.04 eV/Å. The value obtained for the LUMO energy is -0.014 eV.

```
! RIJCOSX wB97M-V def2-TZVPD def2/J DEFGRID3
* xyz 0 1
C -0.84306 0.09835 0.36704
S 0.80851 -0.20175 -0.22981
O 2.04574 1.24940 -0.02587
O 1.24167 -1.49488 0.29006
H -1.23726 -0.76127 0.93516
H -1.15137 1.13335 0.91242
H -1.43638 0.13937 -0.58286
H 0.57214 -0.16256 -1.66614
*
```

# 6
DFT (ωB97M-V with the def2-TZVPD basis set) results for a 2-piece molecular cluster, CH4O2S2 overall.

The energy relative to the best compared isomer or geometry (same formula, charge and spin) comes out at 266.2 kJ/mol. The calculation puts the HOMO energy at -9.39 eV. The HOMO-LUMO gap comes out at 9.232 eV. The max |F| is 5.11 eV/Å. The value obtained for the LUMO energy is -0.156 eV.

```
! RIJCOSX wB97M-V def2-TZVPD def2/J DEFGRID3
* xyz 0 1
C -1.80536 0.07928 0.42601
O 0.48327 -1.32686 -0.75830
O -2.21742 1.00667 0.98800
S 1.44214 0.93293 0.61134
S 1.56495 -0.44715 -1.04354
H -2.20140 -0.50363 -0.42636
H -0.81717 -0.30415 0.84851
H 0.85927 1.82448 -0.23303
H 2.69171 -1.26157 -0.41263
*
```

# 7
DFT (ωB97M-V with the def2-TZVPD basis set) results for the molecule CH4O3S.

The energy relative to the best compared isomer or geometry (same formula, charge and spin) comes out at 242.3 kJ/mol. The calculation puts the HOMO energy at -8.66 eV. The HOMO-LUMO gap comes out at 9.030 eV. The max |F| is 2.93 eV/Å. The value obtained for the LUMO energy is 0.372 eV.

```
! RIJCOSX wB97M-V def2-TZVPD def2/J DEFGRID3
* xyz 0 1
O 0.19859 1.38336 -0.45456
C 0.43910 0.07102 -0.42241
O 1.34686 -0.48242 0.54321
O -1.10594 -0.58354 -0.04879
S -2.28566 0.54301 0.01755
H 0.31953 1.88402 0.44421
H 0.83091 -0.39032 -1.40656
H 0.91196 -0.29505 1.38936
H -2.27476 0.66920 -1.34840
*
```

# 8
DFT (ωB97M-V with the def2-TZVPD basis set) results for the molecule CH4O3S.

The energy relative to the best compared isomer or geometry (same formula, charge and spin) comes out at 148.1 kJ/mol. The calculation puts the HOMO energy at -8.63 eV. The HOMO-LUMO gap comes out at 9.033 eV. The max |F| is 4.53 eV/Å. The value obtained for the LUMO energy is 0.402 eV.

```
! RIJCOSX wB97M-V def2-TZVPD def2/J DEFGRID3
* xyz 0 1
O 0.75333 0.93080 0.77835
C 0.37613 0.04487 -0.13722
O 0.75053 0.42403 -1.33067
O 0.42869 -1.22706 0.21046
S -1.77360 0.05625 -0.20592
H 0.03425 0.97829 1.50993
H 0.79619 1.44551 -1.32550
H 0.36738 -1.90907 -0.46136
H -1.73289 -0.74362 0.96194
*
```

# 9
DFT (ωB97M-V with the def2-TZVPD basis set) results for the molecule CH4O5.

The energy relative to the best compared isomer or geometry (same formula, charge and spin) comes out at 48.4 kJ/mol. The calculation puts the HOMO energy at -10.24 eV. The HOMO-LUMO gap comes out at 10.734 eV. The max |F| is 2.69 eV/Å. The value obtained for the LUMO energy is 0.495 eV.

```
! RIJCOSX wB97M-V def2-TZVPD def2/J DEFGRID3
* xyz 0 1
O -1.29926 1.56686 -0.34413
O -0.78593 0.68635 0.64883
C 0.39580 -0.41896 0.09258
O 0.07896 -0.70797 -1.18490
O -0.00807 -1.28098 1.00855
O 1.63426 0.08837 0.20872
H -1.70204 0.96400 -0.99343
H 0.77848 -0.38957 -1.77341
H -0.93041 -0.71798 1.19156
H 1.83821 0.20987 1.14562
*
```

# 10
DFT (ωB97M-V with the def2-TZVPD basis set) results for a 2-piece molecular cluster, CH4OS overall.

The energy relative to the best compared isomer or geometry (same formula, charge and spin) comes out at 18.2 kJ/mol. The calculation puts the HOMO energy (alpha / beta) at -16.71 / -14.16 eV. The HOMO-LUMO gap (alpha / beta) comes out at 11.636 / 3.588 eV. The max |F| is 0.50 eV/Å. The value obtained for the LUMO energy (alpha / beta) is -5.071 / -10.570 eV.

```
! RIJCOSX wB97M-V def2-TZVPD def2/J DEFGRID3
* xyz 1 2
S 1.33558 -0.61152 1.31035
H 2.57106 -1.12077 1.49969
H 1.77325 0.66423 1.31543
O -2.15666 1.11597 -0.73820
C -1.41428 0.25352 -1.05352
H -0.43072 0.49601 -1.51880
H -1.67824 -0.79744 -0.81495
*
```

# 11
DFT (ωB97M-V with the def2-TZVPD basis set) results for CH4P2 as an isolated structure.

The energy relative to the best compared isomer or geometry (same formula, charge and spin) comes out at 75.8 kJ/mol. The calculation puts the HOMO energy at -8.83 eV. The HOMO-LUMO gap comes out at 8.602 eV. The max |F| is 3.94 eV/Å. The value obtained for the LUMO energy is -0.226 eV.

```
! RIJCOSX wB97M-V def2-TZVPD def2/J DEFGRID3
* xyz 0 1
C -0.12472 -0.37501 -0.47049
P -1.50784 0.48293 0.03297
P 1.33171 0.61174 -0.09228
H 0.08907 -1.26065 -0.95552
H -2.62397 -0.29895 -0.38533
H 0.84058 1.25898 1.06472
H 1.99517 -0.41904 0.80593
*
```

# 12
DFT (ωB97M-V with the def2-TZVPD basis set) results for the molecule CH4S.

The energy relative to the best compared isomer or geometry (same formula, charge and spin) comes out at 34.4 kJ/mol. The calculation puts the HOMO energy at -8.99 eV. The HOMO-LUMO gap comes out at 10.080 eV. The max |F| is 2.78 eV/Å. The value obtained for the LUMO energy is 1.091 eV.

```
! RIJCOSX wB97M-V def2-TZVPD def2/J DEFGRID3
* xyz 0 1
C 1.14334 0.04919 -0.01506
S -0.63149 -0.09364 -0.00770
H 1.32104 0.84778 -0.73389
H 1.61282 0.10810 1.01505
H 1.42319 -0.90784 -0.28280
H -1.11317 1.15512 0.21523
*
```

# 13
DFT (ωB97M-V with the def2-TZVPD basis set) results for the molecule CH4S.

The energy relative to the best compared isomer or geometry (same formula, charge and spin) comes out at 56.0 kJ/mol. The calculation puts the HOMO energy at -9.09 eV. The HOMO-LUMO gap comes out at 10.085 eV. The max |F| is 3.03 eV/Å. The value obtained for the LUMO energy is 0.996 eV.

```
! RIJCOSX wB97M-V def2-TZVPD def2/J DEFGRID3
* xyz 0 1
C -0.29373 -0.43581 0.26442
S 1.28231 0.54905 0.00922
H -1.12192 0.12237 -0.18476
H -0.50227 -0.26427 1.30980
H -0.13813 -1.25512 -0.41497
H 0.77374 1.28378 -0.98371
*
```

# 14
DFT (ωB97M-V with the def2-TZVPD basis set) results for a 2-piece molecular cluster, CH4S2 overall.

The energy relative to the best compared isomer or geometry (same formula, charge and spin) comes out at 425.9 kJ/mol. The calculation puts the HOMO energy at -8.80 eV. The HOMO-LUMO gap comes out at 4.966 eV. The max |F| is 2.81 eV/Å. The value obtained for the LUMO energy is -3.830 eV.

```
! RIJCOSX wB97M-V def2-TZVPD def2/J DEFGRID3
* xyz 0 1
C 0.28172 -0.86642 -0.27701
S 0.21974 -2.27051 0.73637
S -0.71885 1.78976 -0.04474
H -0.42277 -0.24724 0.38675
H -0.03759 -0.90973 -1.31460
H 1.24972 -0.38077 -0.20081
H -0.57196 2.88491 0.71404
*
```

# 15
DFT (ωB97M-V with the def2-TZVPD basis set) results for the molecule CH4S2.

The energy relative to the best compared isomer or geometry (same formula, charge and spin) comes out at 73.8 kJ/mol. The calculation puts the HOMO energy at -9.29 eV. The HOMO-LUMO gap comes out at 9.969 eV. The max |F| is 1.89 eV/Å. The value obtained for the LUMO energy is 0.677 eV.

```
! RIJCOSX wB97M-V def2-TZVPD def2/J DEFGRID3
* xyz 0 1
S -1.28629 0.33565 -0.40268
C 0.31271 -0.24624 0.43359
S 1.70352 0.42911 -0.59166
H -2.05247 -0.78947 -0.41426
H 0.30803 0.22231 1.37239
H 0.21240 -1.29291 0.67803
H 0.80210 1.34155 -1.07540
*
```

# 16
DFT (ωB97M-V with the def2-TZVPD basis set) results for the molecule CH4SSi.

The energy relative to the best compared isomer or geometry (same formula, charge and spin) comes out at 111.9 kJ/mol. The calculation puts the HOMO energy at -8.58 eV. The HOMO-LUMO gap comes out at 7.940 eV. The max |F| is 2.43 eV/Å. The value obtained for the LUMO energy is -0.644 eV.

```
! RIJCOSX wB97M-V def2-TZVPD def2/J DEFGRID3
* xyz 0 1
Si -0.80692 0.04877 -0.22173
C 0.97053 -0.05957 0.29687
S 2.26308 0.53972 -0.43369
H -1.00422 -1.12584 -1.05554
H -1.05763 1.38053 -0.79158
H -1.43595 -0.32677 0.94642
H 1.07112 -0.45682 1.25923
*
```

# 17
DFT (ωB97M-V with the def2-TZVPD basis set) results for the molecule CH5BIO6P.

The calculation puts the HOMO energy at -10.60 eV. The HOMO-LUMO gap comes out at 8.605 eV. The max |F| is 3.13 eV/Å. The value obtained for the LUMO energy is -1.998 eV.

```
! RIJCOSX wB97M-V def2-TZVPD def2/J DEFGRID3
* xyz 0 1
O 2.18538 -0.09692 2.04406
P 1.70299 -0.04403 0.71409
O 1.35888 1.46082 0.34938
O 2.79346 -0.51582 -0.35212
I 2.06752 -0.71524 -2.22097
O 0.47085 -0.95905 0.42342
C -0.80069 -0.43930 0.93441
B -1.76137 -0.11911 -0.29721
O -2.55591 0.99473 -0.31223
O -1.79507 -1.03810 -1.31249
H 1.28503 1.57413 -0.61532
H -1.26343 -1.26495 1.46335
H -0.68053 0.38593 1.62253
H -2.07143 1.75237 -0.67320
H -0.93568 -0.97545 -1.76768
*
```

# 18
DFT (ωB97M-V with the def2-TZVPD basis set) results for the molecule CH5BO3.

The energy relative to the best compared isomer or geometry (same formula, charge and spin) comes out at 94.6 kJ/mol. The calculation puts the HOMO energy at -10.68 eV. The HOMO-LUMO gap comes out at 11.090 eV. The max |F| is 5.75 eV/Å. The value obtained for the LUMO energy is 0.409 eV.

```
! RIJCOSX wB97M-V def2-TZVPD def2/J DEFGRID3
* xyz 0 1
C -1.00366 0.52477 1.40685
O -0.86632 -0.46081 0.05146
B 0.22894 -0.47023 -0.74080
O 1.18237 0.57850 -0.55674
O 0.37048 -1.34683 -1.75373
H -0.75126 -0.35264 2.03445
H -2.06704 0.72354 1.52367
H -0.13796 1.15753 1.25719
H 2.16649 0.52720 -0.79164
H 0.87795 -0.88102 -2.43071
*
```

# 19
DFT (ωB97M-V with the def2-TZVPD basis set) results for the molecule CH5BOS.

The energy relative to the best compared isomer or geometry (same formula, charge and spin) comes out at 101.3 kJ/mol. The calculation puts the HOMO energy (alpha / beta) at -6.51 / -10.39 eV. The HOMO-LUMO gap (alpha / beta) comes out at 6.920 / 7.938 eV. The max |F| is 2.48 eV/Å. The value obtained for the LUMO energy (alpha / beta) is 0.413 / -2.453 eV.

```
! RIJCOSX wB97M-V def2-TZVPD def2/J DEFGRID3
* xyz 0 3
B 0.37610 -0.38275 0.19832
C -1.15530 -0.75842 0.21345
O 0.23019 1.34814 0.07735
S -2.36385 0.28229 0.17161
H 0.88993 -0.46257 1.22953
H -1.29298 -1.83543 0.23691
H 0.85328 -0.84140 -0.74813
H -0.67481 1.58568 -0.28512
H 0.04086 1.41468 0.98710
*
```

# 20
DFT (ωB97M-V with the def2-TZVPD basis set) results for the molecule CH5BrN2.

The energy relative to the best compared isomer or geometry (same formula, charge and spin) comes out at 127.7 kJ/mol. The calculation puts the HOMO energy at -9.70 eV. The HOMO-LUMO gap comes out at 9.619 eV. The max |F| is 4.18 eV/Å. The value obtained for the LUMO energy is -0.080 eV.

```
! RIJCOSX wB97M-V def2-TZVPD def2/J DEFGRID3
* xyz 0 1
C 0.14320 1.03969 0.08299
N -0.65280 0.00996 0.62817
N -0.00175 -1.47206 0.20586
Br -2.52584 -0.01022 -0.15312
H -0.10036 1.98699 0.40771
H 1.04530 0.60096 0.52895
H 0.22851 1.07153 -0.94770
H -0.54144 -1.92198 0.96834
H -0.58333 -1.85386 -0.65164
*
```